Record 1
Molecular formula: C3H11NO3
Method: DFT, ωB97M-V/def2-TZVPD

* DFT total energy: -10921.7433 eV
* SMILES: C[C@H](N)C=O.O.O
* relative energy (zero: lowest compared OMol25 entry of this formula, charge and spin): 29.1 kcal per mole
* spin multiplicity: 1
* E_LUMO: 0.80 eV

Each line ends with the Löwdin charge.
Atoms and positions in Å:
C1 -1.094 -1.133 -1.142  -0.051
C2 0.285 -1.407 -0.530  -0.424
N1 0.344 -1.389 0.934  0.041
C3 1.370 -0.456 -0.988  -0.216
O1 1.174 0.579 -1.562  0.049
H1 -1.876 -1.670 -0.619  0.076
H2 -1.313 -0.065 -1.112  0.071
H3 -1.035 -1.395 -2.200  0.080
H4 0.590 -2.433 -0.789  0.138
H5 -0.077 -0.489 1.166  0.039
H6 -0.248 -2.040 1.431  0.077
H7 2.374 -0.799 -0.662  0.131
O2 -0.532 1.342 2.246  -0.073
H8 -0.280 2.008 1.584  -0.015
H9 0.134 1.423 2.919  0.032
O3 0.157 2.798 0.076  -0.043
H10 -0.636 3.036 -0.419  0.071
H11 0.663 2.089 -0.333  0.017

Record 2
Molecular formula: C18H24Br4O8Ta
Method: DFT, ωB97M-V/def2-TZVPD

* DFT total energy: -317129.1517 eV
* relative energy (zero: lowest compared OMol25 entry of this formula, charge and spin): 36.1 kcal per mole
* spin multiplicity: 1
* charge: +3
* E_LUMO (alpha / beta): -11.68 / -11.68 eV

Each line ends with the Löwdin charge.
Atoms and positions in Å:
Ta1 0.103 -0.047 -0.022  2.233
C1 1.190 0.395 2.997  -0.104
C2 1.153 1.863 2.568  -0.099
O1 0.855 1.907 1.158  -0.256
C3 0.406 3.205 0.733  -0.119
C4 0.570 3.291 -0.773  -0.115
O2 -0.198 2.214 -1.348  -0.221
C5 -0.079 2.123 -2.779  -0.112
C6 0.856 0.963 -3.152  -0.093
O3 0.521 -0.237 -2.439  -0.222
C7 -0.448 -1.118 -3.024  -0.104
C8 -1.881 -0.714 -2.660  -0.095
O4 -1.899 -0.300 -1.280  -0.268
C9 -3.066 0.461 -0.931  -0.115
C10 -3.250 0.356 0.573  -0.114
O5 -2.049 0.874 1.180  -0.217
C11 -2.052 0.822 2.615  -0.113
C12 -1.155 -0.324 3.106  -0.093
O6 0.106 -0.349 2.421  -0.225
H1 1.188 0.309 4.090  0.165
H2 2.094 -0.080 2.602  0.126
H3 2.130 2.325 2.752  0.167
H4 0.384 2.419 3.115  0.140
H5 1.006 3.985 1.210  0.164
H6 -0.652 3.332 1.002  0.148
H7 1.626 3.192 -1.053  0.155
H8 0.176 4.251 -1.127  0.164
H9 0.314 3.057 -3.186  0.156
H10 -1.089 1.978 -3.176  0.135
H11 1.881 1.201 -2.845  0.152
H12 0.840 0.797 -4.235  0.162
H13 -0.220 -2.102 -2.604  0.129
H14 -0.333 -1.162 -4.111  0.164
H15 -2.553 -1.572 -2.787  0.166
H16 -2.229 0.115 -3.286  0.142
H17 -3.950 0.057 -1.437  0.165
H18 -2.921 1.511 -1.220  0.149
H19 -3.400 -0.689 0.866  0.156
H20 -4.110 0.962 0.882  0.164
H21 -3.064 0.670 2.993  0.156
H22 -1.700 1.795 2.972  0.135
H23 -1.620 -1.290 2.882  0.152
H24 -1.005 -0.249 4.189  0.161
Br1 2.491 -6.564 -0.018  0.864
C13 2.364 -4.699 0.107  -0.715
C14 3.483 -3.933 0.483  -0.709
Br2 5.123 -4.773 0.830  0.866
C15 3.389 -2.530 0.575  -0.624
Br3 4.858 -1.475 1.059  0.884
C16 2.172 -1.905 0.305  -0.347
O7 1.900 -0.604 0.317  -0.173
C17 1.037 -2.682 -0.034  -0.352
O8 -0.042 -1.936 -0.223  -0.175
C18 1.134 -4.068 -0.154  -0.624
Br4 -0.384 -5.028 -0.680  0.883

Record 3
Molecular formula: C32H59F9N4O6
Method: DFT, ωB97M-V/def2-TZVPD

* DFT total energy: -76842.0202 eV
* SMILES: CCOC(=O)C(F)(F)F.CCOC(=O)C(F)(F)F.CCOC(=O)C(F)(F)F.CCN(CC)CC.CCN(CC)CC.CCCC#N.CCCC#N
* spin multiplicity: 1
* E_LUMO: 0.53 eV

Each line ends with the Löwdin charge.
Atoms and positions in Å:
C1 0.899 1.747 3.621  -0.055
C2 2.275 2.428 3.542  -0.218
O1 3.203 1.424 3.431  0.022
C3 4.065 1.354 2.390  -0.308
O2 3.985 1.970 1.340  0.125
C4 5.285 0.386 2.593  -0.531
F1 5.205 -0.545 1.627  0.158
F2 6.387 1.142 2.502  0.173
F3 5.173 -0.210 3.777  0.174
H1 0.750 1.065 4.458  0.081
H2 0.584 1.185 2.742  0.058
H3 0.066 2.441 3.740  0.078
H4 2.331 2.890 4.528  0.126
H5 2.445 3.159 2.752  0.122
C5 1.462 8.692 -1.582  -0.063
C6 0.595 7.447 -1.784  -0.214
O3 1.283 6.292 -1.301  -0.012
C7 0.805 4.990 -1.556  -0.266
O4 -0.237 4.763 -2.173  0.128
C8 1.754 3.924 -1.013  -0.575
F4 2.937 4.401 -0.781  0.209
F5 1.213 3.455 0.092  0.190
F6 1.897 2.996 -2.015  0.136
H6 1.076 9.644 -1.946  0.077
H7 2.442 8.679 -2.059  0.077
H8 1.680 8.819 -0.522  0.075
H9 0.188 7.401 -2.794  0.124
H10 -0.262 7.425 -1.110  0.125
C9 -0.621 -6.348 0.877  -0.054
C10 -0.087 -5.800 2.180  -0.206
O5 1.236 -5.275 2.090  0.030
C11 1.501 -4.032 1.668  -0.308
O6 0.680 -3.152 1.373  0.113
C12 3.018 -3.879 1.316  -0.538
F7 3.510 -2.705 1.735  0.141
F8 3.793 -4.838 1.813  0.171
F9 3.222 -3.861 -0.008  0.149
H11 -1.677 -6.610 0.944  0.080
H12 -0.020 -7.227 0.645  0.084
H13 -0.504 -5.618 0.076  0.073
H14 -0.159 -6.603 2.913  0.128
H15 -0.708 -4.989 2.559  0.094
C13 -2.426 -0.910 3.210  -0.063
C14 -2.499 -2.355 2.614  -0.228
N1 -3.877 -2.849 2.407  -0.174
C15 -4.579 -3.139 3.632  -0.275
C16 -6.038 -3.553 3.373  -0.087
C17 -3.789 -4.075 1.571  -0.241
C18 -3.447 -3.720 0.151  -0.087
H16 -2.705 -0.905 4.264  0.063
H17 -3.070 -0.210 2.677  0.061
H18 -1.441 -0.474 3.045  0.047
H19 -2.026 -2.301 1.634  0.086
H20 -1.960 -3.033 3.276  0.105
H21 -4.093 -3.847 4.304  0.115
H22 -4.640 -2.214 4.205  0.105
H23 -6.583 -3.630 4.314  0.069
H24 -6.578 -2.829 2.763  0.079
H25 -6.061 -4.543 2.917  0.053
H26 -4.720 -4.641 1.547  0.100
H27 -2.992 -4.710 1.959  0.096
H28 -3.904 -4.429 -0.540  0.075
H29 -2.377 -3.840 -0.019  0.055
H30 -3.804 -2.768 -0.240  0.065
C19 -3.946 0.390 -0.356  -0.083
C20 -3.892 1.211 -1.660  -0.233
N2 -3.184 0.429 -2.708  -0.170
C21 -2.578 1.351 -3.696  -0.228
C22 -1.375 2.156 -3.202  -0.082
C23 -4.132 -0.509 -3.207  -0.301
C24 -3.565 -1.633 -4.039  -0.085
H31 -4.702 -0.396 -0.353  0.058
H32 -4.094 1.043 0.503  0.069
H33 -3.025 -0.173 -0.204  0.047
H34 -4.919 1.507 -1.877  0.110
H35 -3.426 2.186 -1.516  0.100
H36 -2.281 0.708 -4.524  0.102
H37 -3.346 2.017 -4.090  0.114
H38 -0.975 2.791 -3.992  0.080
H39 -1.602 2.799 -2.351  0.046
H40 -0.607 1.479 -2.827  0.056
H41 -4.915 -0.076 -3.829  0.118
H42 -4.602 -1.027 -2.371  0.103
H43 -4.331 -2.316 -4.406  0.078
H44 -2.767 -2.134 -3.490  0.066
H45 -3.050 -1.244 -4.918  0.060
C25 1.493 0.141 -0.475  -0.089
C26 -0.020 -0.213 -0.332  -0.206
C27 -0.468 -1.271 -1.402  -0.182
C28 0.419 -2.387 -1.589  -0.236
N3 1.043 -3.328 -1.823  0.166
H46 2.139 -0.635 -0.065  0.064
H47 1.812 1.015 0.092  0.038
H48 1.816 0.241 -1.511  0.077
H49 -0.580 0.710 -0.487  0.087
H50 -0.319 -0.511 0.673  0.080
H51 -0.626 -0.746 -2.344  0.099
H52 -1.471 -1.627 -1.168  0.088
C29 5.039 1.793 -2.038  -0.097
C30 6.443 1.853 -1.360  -0.230
C31 7.597 1.923 -2.360  -0.202
C32 7.479 2.946 -3.361  -0.254
N4 7.373 3.789 -4.144  0.143
H53 4.971 1.150 -2.916  0.076
H54 4.773 2.780 -2.416  0.064
H55 4.264 1.470 -1.342  0.045
H56 6.566 1.020 -0.669  0.099
H57 6.403 2.790 -0.803  0.108
H58 7.557 0.990 -2.921  0.123
H59 8.555 2.097 -1.869  0.121

Record 4
Molecular formula: C39H30IIrN6O3P
Method: DFT, ωB97M-V/def2-TZVPD

* DFT total energy: -76217.9012 eV
* relative energy (zero: lowest compared OMol25 entry of this formula, charge and spin): 20.3 kcal per mole
* spin multiplicity: 1
* charge: +3
* E_LUMO: -9.12 eV

Each line ends with the Löwdin charge.
Atoms and positions in Å:
Ir1 0.151 -0.183 0.107  0.953
I1 0.224 -0.338 2.777  1.292
C1 -1.075 -1.730 3.659  -0.546
C2 -1.015 -1.638 5.017  -0.147
C3 -1.793 -2.504 5.810  -0.027
C4 -2.596 -3.411 5.195  0.014
C5 -2.668 -3.499 3.782  -0.131
C6 -3.532 -4.461 3.209  0.023
C7 -3.646 -4.590 1.860  -0.013
C8 -2.878 -3.759 1.033  -0.061
C9 -2.024 -2.800 1.536  -0.273
P1 -1.258 -1.975 0.109  0.956
C10 -0.341 -3.300 -0.687  -0.362
C11 0.779 -3.719 0.039  -0.107
C12 1.600 -4.719 -0.452  -0.048
C13 1.313 -5.309 -1.677  -0.032
C14 0.196 -4.909 -2.397  -0.039
C15 -0.632 -3.908 -1.909  -0.076
C16 -2.712 -1.296 -0.754  -0.349
C17 -3.092 -1.511 -2.075  -0.076
C18 -4.231 -0.893 -2.583  -0.042
C19 -4.983 -0.045 -1.788  -0.036
C20 -4.602 0.185 -0.469  -0.044
C21 -3.474 -0.434 0.041  -0.108
C22 -1.890 -2.640 2.947  -0.183
H1 -0.375 -0.911 5.504  0.098
H2 -1.738 -2.437 6.887  0.130
H3 -3.204 -4.089 5.780  0.136
H4 -4.105 -5.096 3.873  0.137
H5 -4.313 -5.318 1.420  0.130
H6 -2.976 -3.886 -0.040  0.117
H7 1.007 -3.268 1.000  0.102
H8 2.458 -5.045 0.121  0.122
H9 1.946 -6.099 -2.060  0.125
H10 -0.043 -5.390 -3.337  0.124
H11 -1.515 -3.651 -2.471  0.091
H12 -2.522 -2.151 -2.729  0.085
H13 -4.536 -1.091 -3.603  0.125
H14 -5.872 0.427 -2.186  0.125
H15 -5.194 0.834 0.163  0.123
H16 -3.197 -0.261 1.078  0.110
O1 -3.549 5.187 -2.552  0.112
N1 -3.515 4.238 -3.306  -0.327
O2 -4.084 4.142 -4.363  0.141
C23 -2.671 3.085 -2.894  -0.036
C24 -2.239 2.278 -3.879  0.106
C25 -1.373 1.174 -3.590  -0.102
C26 -0.871 0.299 -4.567  0.063
C27 -0.029 -0.712 -4.182  0.019
C28 0.316 -0.857 -2.835  -0.069
N2 -0.151 -0.035 -1.897  -0.048
C29 -0.991 0.964 -2.272  -0.147
C30 -1.492 1.790 -1.232  -0.136
N3 -1.097 1.453 0.027  -0.071
C31 -1.538 2.185 1.047  -0.123
C32 -2.384 3.274 0.865  0.019
C33 -2.790 3.623 -0.400  0.073
C34 -2.332 2.873 -1.504  -0.031
H17 -2.544 2.478 -4.899  0.151
H18 -1.158 0.424 -5.605  0.148
H19 0.388 -1.400 -4.905  0.134
H20 0.987 -1.635 -2.514  0.112
H21 -1.222 1.891 2.036  0.038
H22 -2.722 3.834 1.726  0.135
H23 -3.443 4.468 -0.553  0.128
C35 4.544 -1.658 -1.304  0.052
N4 4.139 -0.554 -0.412  -0.010
C36 5.057 0.276 0.172  0.027
C37 4.688 1.262 1.014  0.048
C38 3.296 1.443 1.253  -0.340
N5 2.406 0.655 0.628  0.067
C39 2.831 -0.347 -0.150  -0.475
O3 1.935 -1.127 -0.629  -0.152
N6 2.859 2.389 2.076  0.215
H24 5.608 -1.832 -1.180  0.109
H25 4.331 -1.397 -2.339  0.113
H26 3.986 -2.552 -1.039  0.096
H27 6.093 0.081 -0.073  0.157
H28 5.426 1.894 1.486  0.138
H29 3.507 2.975 2.578  0.142
H30 1.877 2.531 2.238  0.106

Copy entry 2 word for word.
Molecular formula: C18H24Br4O8Ta
Method: DFT, ωB97M-V/def2-TZVPD

* DFT total energy: -317129.1517 eV
* relative energy (zero: lowest compared OMol25 entry of this formula, charge and spin): 36.1 kcal per mole
* spin multiplicity: 1
* charge: +3
* E_LUMO (alpha / beta): -11.68 / -11.68 eV

Each line ends with the Löwdin charge.
Atoms and positions in Å:
Ta1 0.103 -0.047 -0.022  2.233
C1 1.190 0.395 2.997  -0.104
C2 1.153 1.863 2.568  -0.099
O1 0.855 1.907 1.158  -0.256
C3 0.406 3.205 0.733  -0.119
C4 0.570 3.291 -0.773  -0.115
O2 -0.198 2.214 -1.348  -0.221
C5 -0.079 2.123 -2.779  -0.112
C6 0.856 0.963 -3.152  -0.093
O3 0.521 -0.237 -2.439  -0.222
C7 -0.448 -1.118 -3.024  -0.104
C8 -1.881 -0.714 -2.660  -0.095
O4 -1.899 -0.300 -1.280  -0.268
C9 -3.066 0.461 -0.931  -0.115
C10 -3.250 0.356 0.573  -0.114
O5 -2.049 0.874 1.180  -0.217
C11 -2.052 0.822 2.615  -0.113
C12 -1.155 -0.324 3.106  -0.093
O6 0.106 -0.349 2.421  -0.225
H1 1.188 0.309 4.090  0.165
H2 2.094 -0.080 2.602  0.126
H3 2.130 2.325 2.752  0.167
H4 0.384 2.419 3.115  0.140
H5 1.006 3.985 1.210  0.164
H6 -0.652 3.332 1.002  0.148
H7 1.626 3.192 -1.053  0.155
H8 0.176 4.251 -1.127  0.164
H9 0.314 3.057 -3.186  0.156
H10 -1.089 1.978 -3.176  0.135
H11 1.881 1.201 -2.845  0.152
H12 0.840 0.797 -4.235  0.162
H13 -0.220 -2.102 -2.604  0.129
H14 -0.333 -1.162 -4.111  0.164
H15 -2.553 -1.572 -2.787  0.166
H16 -2.229 0.115 -3.286  0.142
H17 -3.950 0.057 -1.437  0.165
H18 -2.921 1.511 -1.220  0.149
H19 -3.400 -0.689 0.866  0.156
H20 -4.110 0.962 0.882  0.164
H21 -3.064 0.670 2.993  0.156
H22 -1.700 1.795 2.972  0.135
H23 -1.620 -1.290 2.882  0.152
H24 -1.005 -0.249 4.189  0.161
Br1 2.491 -6.564 -0.018  0.864
C13 2.364 -4.699 0.107  -0.715
C14 3.483 -3.933 0.483  -0.709
Br2 5.123 -4.773 0.830  0.866
C15 3.389 -2.530 0.575  -0.624
Br3 4.858 -1.475 1.059  0.884
C16 2.172 -1.905 0.305  -0.347
O7 1.900 -0.604 0.317  -0.173
C17 1.037 -2.682 -0.034  -0.352
O8 -0.042 -1.936 -0.223  -0.175
C18 1.134 -4.068 -0.154  -0.624
Br4 -0.384 -5.028 -0.680  0.883

- Number 1 is which compound?
  C3H11NO3

- Look up the spin multiplicity of the first one.
  1